# 1
Molecular formula: C5H6O
Method: DFT, ωB97M-V/def2-TZVPD

Properties
Frontier orbital gap in Eh: 0.305
E_HOMO in eV: -8.61
Total charge: 0
Relative energy (zero: lowest compared OMol25 entry of this formula, charge and spin) in kJ/mol: 396.2
Lowest unoccupied orbital energy in eV: -0.31

```
12
Properties=species:S:1:pos:R:3:forces:R:3:lowdin_charge:R:1
C 0.776 0.950 -1.162 0.056 0.272 -0.096 -0.05
C 0.136 -0.112 -0.223 -0.070 -0.169 -0.078 -0.40
C 0.391 -1.130 -1.095 -0.048 0.166 0.278 0.23
O -1.273 -2.000 1.357 0.122 0.406 0.040 0.01
C -1.258 -0.815 1.648 0.092 -0.213 -0.139 -0.30
C -0.535 0.207 0.910 0.050 -0.009 -0.136 -0.07
H 1.466 0.559 -1.921 -0.138 -0.071 0.118 0.08
H 1.342 1.617 -0.513 0.008 -0.037 -0.035 0.10
H -0.018 1.479 -1.688 0.079 -0.026 0.102 0.10
H 1.401 -1.559 -1.067 -0.203 -0.069 0.160 0.07
H -1.842 -0.436 2.515 0.089 -0.149 -0.152 0.11
H -0.585 1.239 1.237 -0.037 -0.100 -0.063 0.10
```
Forces are in eV/Å.

---

# 2
Molecular formula: C3HNO2PS
Method: DFT, ωB97M-V/def2-TZVPD

Properties
Frontier orbital gap in Eh: 0.261
E_HOMO in eV: -3.61
Total charge: -1
Relative energy (zero: lowest compared OMol25 entry of this formula, charge and spin) in kJ/mol: 164.9
Lowest unoccupied orbital energy in eV: 3.49

```
9
Properties=species:S:1:pos:R:3:forces:R:3:lowdin_charge:R:1
C -1.520 1.512 -0.197 -1.120 0.051 -0.807 -0.42
C -2.700 1.025 0.001 1.156 -0.337 -0.783 -0.92
C -1.455 -2.330 -0.720 0.092 -0.330 0.149 -0.54
N -0.971 -0.641 1.943 0.006 -0.001 0.230 -0.51
O -1.114 -2.849 0.240 0.341 -0.885 1.198 0.15
O -1.762 -1.898 -1.737 -0.463 0.879 -1.491 0.16
P -0.241 0.326 1.064 0.320 0.243 0.029 0.54
S -3.843 -0.040 0.362 0.169 0.717 0.219 0.52
H -1.063 1.969 -1.109 -0.501 -0.337 1.257 0.02
```
Forces are in eV/Å.

---

# 3
Molecular formula: C5H10N2O2S
Method: DFT, ωB97M-V/def2-TZVPD

Properties
Frontier orbital gap (alpha / beta) in Eh: 0.269 / 0.267
E_HOMO (alpha / beta) in eV: -7.50 / -7.46
Total charge: 0
Relative energy (zero: lowest compared OMol25 entry of this formula, charge and spin) in kJ/mol: 278.8
Lowest unoccupied orbital energy (alpha / beta) in eV: -0.19 / -0.21

```
20
Properties=species:S:1:pos:R:3:forces:R:3:lowdin_charge:R:1
C -0.510 1.072 -2.022 -0.673 -0.301 -0.156 -0.54
C -0.873 -0.337 -2.424 0.857 -2.661 2.324 -0.19
C 0.707 0.312 -0.063 -3.657 -1.713 0.598 -0.25
C -0.860 0.519 1.758 1.008 4.755 -2.056 -0.04
C 1.348 -0.669 1.831 -2.383 -1.427 4.147 -0.09
N 0.159 1.248 -0.860 -0.142 0.620 1.093 0.09
N 0.553 0.434 1.307 0.300 -1.744 -1.888 -0.20
O -0.883 2.021 -2.639 -0.577 1.180 -1.207 0.10
O 0.360 -2.699 -1.344 0.715 -0.693 -0.537 -0.66
S -0.648 -1.698 -0.958 0.474 3.378 0.345 0.84
H -1.942 -0.507 -2.514 0.161 0.614 -1.063 0.07
H -0.172 -0.869 -3.090 -0.714 0.705 -0.348 0.09
H 1.544 -0.027 -0.500 3.371 -2.054 -0.412 0.10
H -0.861 0.349 2.763 -0.134 -0.606 2.723 0.04
H -1.093 1.684 1.633 0.030 -2.460 0.383 0.13
H -1.649 0.000 1.253 0.105 -0.866 -0.686 0.07
H 1.214 -0.597 2.991 0.454 -0.378 -1.928 0.12
H 1.011 -1.726 1.544 0.131 1.484 0.039 0.11
H 2.374 -0.587 1.649 1.441 0.442 -0.566 0.06
H 0.219 2.076 -0.315 -0.768 1.724 -0.806 0.15
```
Forces are in eV/Å.

---

# 4
Molecular formula: C35H31BrN7O2PtSe
Method: DFT, ωB97M-V/def2-TZVPD

Properties
Frontier orbital gap in Eh: 0.269
E_HOMO in eV: -10.53
Total charge: +1
Relative energy (zero: lowest compared OMol25 entry of this formula, charge and spin) in kJ/mol: 124.8
Lowest unoccupied orbital energy in eV: -3.22

```
78
Properties=species:S:1:pos:R:3:forces:R:3:lowdin_charge:R:1
Pt 2.662 1.618 -0.524 0.774 0.369 0.876 0.74
O -0.661 3.818 0.918 0.019 -0.045 0.057 0.05
C -0.091 4.404 1.999 0.068 -0.010 0.157 -0.26
C -0.912 5.181 2.813 -0.018 -0.030 -0.055 -0.01
C -0.409 5.785 3.949 -0.006 0.010 0.018 -0.07
C 0.928 5.634 4.299 -0.027 0.023 0.027 -0.09
C 1.750 4.878 3.485 0.070 0.001 -0.131 -0.04
C 1.263 4.254 2.336 -0.053 0.100 -0.099 -0.12
C 2.215 3.400 1.531 -0.275 -0.085 0.053 -0.36
O 1.793 3.224 0.207 0.245 0.214 -0.032 -0.37
N 2.303 2.069 2.193 0.036 0.041 0.246 0.06
N 2.357 1.014 1.369 -0.221 -0.054 -0.017 -0.18
C 2.247 -0.208 1.722 0.062 0.051 0.117 -0.16
C 2.327 -1.249 0.720 -0.113 -0.113 -0.210 -0.53
Br 3.318 -0.725 -0.862 0.198 -0.210 -0.049 0.90
C 1.648 -2.387 0.764 -0.012 -0.047 0.120 -0.07
C 1.525 -3.446 -0.239 -0.024 -0.060 -0.062 -0.24
C 2.621 -3.979 -0.916 0.022 0.029 -0.016 -0.07
C 2.433 -4.968 -1.870 0.004 0.011 0.008 -0.07
C 1.154 -5.427 -2.153 -0.004 0.004 0.002 -0.07
C 0.060 -4.910 -1.469 0.019 0.002 -0.009 -0.06
C 0.242 -3.932 -0.505 -0.009 0.026 0.008 -0.03
H 0.045 3.335 0.452 0.023 0.032 -0.061 0.06
H -1.951 5.292 2.529 0.024 0.003 0.013 0.12
H -1.066 6.384 4.568 0.015 -0.013 -0.012 0.11
H 1.325 6.111 5.185 -0.008 -0.007 -0.021 0.10
H 2.803 4.774 3.726 -0.026 0.002 0.003 0.12
H 3.215 3.840 1.548 0.058 -0.021 0.020 0.14
H 1.831 1.943 3.079 -0.165 -0.048 -0.083 0.16
H 2.055 -0.483 2.754 -0.016 0.020 0.009 0.15
H 1.032 -2.490 1.656 -0.016 -0.025 -0.038 0.12
H 3.625 -3.651 -0.671 -0.023 -0.011 -0.006 0.10
H 3.287 -5.390 -2.382 -0.009 0.004 0.008 0.11
H 1.011 -6.201 -2.896 0.004 0.011 0.012 0.11
H -0.935 -5.280 -1.679 0.010 0.009 0.009 0.11
H -0.604 -3.533 0.047 0.021 -0.031 -0.031 0.09
C -1.611 -0.531 -1.651 0.030 0.001 -0.099 -0.03
C -0.646 0.056 -0.852 -0.085 -0.148 -0.029 -0.14
N -0.686 0.042 0.481 0.067 0.000 -0.002 0.09
C -1.711 -0.579 1.053 -0.052 -0.003 0.040 -0.09
C -2.743 -1.201 0.348 0.027 0.068 -0.002 -0.21
C -2.687 -1.153 -1.039 -0.003 -0.040 -0.008 -0.01
C -3.921 -1.758 1.034 0.004 0.024 0.021 -0.03
C -3.989 -2.530 2.118 -0.012 -0.049 -0.028 -0.03
C -2.915 -3.228 2.846 0.068 -0.028 0.034 -0.27
C -3.167 -3.696 4.132 0.022 0.005 0.041 0.00
C -2.162 -4.401 4.769 -0.011 0.022 -0.043 -0.11
N -1.000 -4.666 4.177 0.001 -0.009 0.021 0.09
C -0.865 -4.198 2.943 -0.039 0.027 0.007 -0.21
N -1.740 -3.479 2.250 -0.041 -0.025 0.019 0.13
H -1.524 -0.482 -2.730 -0.037 -0.048 0.144 0.08
H 0.195 0.560 -1.315 0.081 0.040 0.105 0.07
H -1.742 -0.566 2.138 0.006 0.008 -0.016 0.12
H -3.478 -1.600 -1.630 0.018 0.008 0.004 0.12
H -4.871 -1.448 0.609 0.003 0.027 0.014 0.12
H -4.979 -2.725 2.514 0.001 -0.037 -0.010 0.11
H -4.117 -3.513 4.616 0.006 -0.001 -0.006 0.12
H -2.295 -4.776 5.777 0.014 0.002 -0.015 0.11
H 0.067 -4.450 2.441 -0.028 0.039 -0.014 0.10
C 0.529 3.904 -2.489 0.021 0.004 -0.060 0.00
N 0.941 2.606 -3.005 -0.139 0.008 0.067 -0.07
C 2.171 2.052 -2.900 -0.442 0.133 -1.558 -0.84
Se 3.753 2.877 -2.407 0.047 -0.165 0.483 0.76
N 2.140 0.887 -3.606 -0.229 0.017 0.042 0.09
C 0.883 0.684 -4.160 -0.047 -0.012 0.150 -0.18
C 0.353 -0.338 -4.928 -0.060 -0.035 -0.038 0.00
C -0.976 -0.206 -5.307 0.084 -0.053 -0.059 -0.08
C -1.741 0.897 -4.923 -0.022 0.138 -0.025 -0.08
C -1.209 1.914 -4.143 -0.049 -0.009 -0.080 0.00
C 0.118 1.783 -3.774 0.066 -0.056 0.074 -0.17
H 1.310 4.295 -1.848 0.028 -0.007 0.013 0.06
H -0.386 3.794 -1.909 0.002 -0.020 0.000 0.10
H 0.356 4.586 -3.322 -0.006 -0.008 0.002 0.11
H 2.962 0.329 -3.755 0.033 0.016 -0.065 0.14
H 0.943 -1.194 -5.228 -0.010 0.019 0.017 0.12
H -1.428 -0.976 -5.918 0.006 0.016 0.013 0.11
H -2.772 0.964 -5.244 0.019 -0.005 0.006 0.11
H -1.802 2.769 -3.847 0.009 -0.018 0.007 0.12
```
Forces are in eV/Å.

---

# 5
Molecular formula: C55H55GaGeNOS3Te
Method: DFT, ωB97M-V/def2-TZVPD

Properties
Frontier orbital gap in Eh: 0.164
E_HOMO in eV: -9.21
Total charge: +1
Lowest unoccupied orbital energy in eV: -4.76

```
118
Properties=species:S:1:pos:R:3:forces:R:3:lowdin_charge:R:1
Ga 12.447 15.981 14.110 0.112 -1.398 -1.155 0.68
C 11.751 21.562 16.079 -0.719 -0.356 -0.962 -0.54
C 12.909 20.640 15.664 0.512 0.140 0.588 -0.48
S 12.524 19.221 14.616 0.422 0.493 0.172 0.76
C 11.666 19.918 13.169 0.634 0.546 0.356 -0.47
C 10.393 19.133 12.902 -0.410 -0.114 0.061 -0.51
S 9.893 18.153 14.337 -1.234 -0.664 -0.580 0.73
C 9.282 19.384 15.547 -0.460 -0.611 0.205 -0.47
C 10.052 19.462 16.871 0.338 -0.656 -0.374 -0.55
S 10.591 21.113 17.379 -0.096 -0.570 0.688 0.87
H 11.096 21.769 15.213 0.607 0.078 0.084 0.06
H 12.106 22.523 16.433 0.330 0.140 -0.089 0.07
H 13.408 20.166 16.537 -0.314 0.390 -0.379 0.09
H 13.673 21.206 15.128 -0.055 0.271 0.226 0.07
H 12.358 19.804 12.344 0.039 0.142 -0.286 0.07
H 11.478 21.001 13.297 0.133 -0.612 0.122 0.09
H 10.589 18.386 12.112 -0.432 0.338 0.210 0.08
H 9.561 19.811 12.637 0.407 -0.540 -0.143 0.09
H 8.275 18.998 15.746 0.122 0.292 0.011 0.06
H 9.154 20.350 15.082 0.118 0.221 -0.332 0.08
H 10.939 18.831 16.763 -0.074 0.053 0.263 0.03
H 9.429 18.999 17.649 0.321 0.510 0.058 0.08
C 7.204 16.561 21.261 0.760 0.186 -0.104 -0.04
C 7.821 16.066 19.973 -0.219 0.040 -0.555 -0.24
C 9.198 16.006 19.811 0.665 0.302 -0.301 -0.01
C 9.780 15.710 18.572 -0.003 -0.514 -0.442 -0.30
C 11.262 15.731 18.397 0.781 -0.118 0.487 -0.08
C 8.983 15.411 17.461 -0.428 0.363 0.089 -0.33
Te 9.867 14.613 15.613 0.026 0.634 0.008 1.42
N 12.130 13.531 12.916 -0.682 4.098 -0.048 0.07
C 11.949 14.362 11.893 -0.250 -2.034 -0.503 -0.45
O 12.116 15.618 12.058 -0.519 1.254 1.912 -0.17
C 11.645 13.895 10.496 0.131 0.224 -0.020 -0.11
C 11.680 14.872 9.484 0.314 -0.986 0.048 -0.02
C 11.699 14.481 8.145 -0.300 0.886 -0.608 -0.08
C 11.618 13.142 7.780 0.036 0.051 0.651 -0.07
C 11.490 12.201 8.809 -0.036 -0.725 -0.793 -0.08
C 11.456 12.536 10.142 0.075 1.464 -0.022 -0.02
C 10.523 12.778 16.413 0.289 -0.810 0.430 -0.45
C 11.875 12.636 16.776 -0.053 0.909 -0.016 -0.16
C 12.326 11.457 17.312 -0.216 -0.756 -0.565 -0.10
C 11.478 10.357 17.408 0.425 -0.067 0.368 -0.07
C 10.143 10.467 17.085 -1.030 0.899 -0.589 -0.03
C 9.620 11.687 16.569 0.724 0.542 -0.005 -0.27
C 8.165 11.867 16.151 0.458 -0.440 -0.200 -0.08
C 7.575 15.567 17.571 0.471 -0.445 0.094 -0.31
C 6.688 15.584 16.352 -0.008 -1.373 0.289 -0.07
C 7.030 15.774 18.844 0.468 0.467 0.022 0.00
H 8.008 16.883 21.931 -0.193 -0.157 0.022 0.08
H 6.629 15.796 21.751 -0.293 -0.367 0.243 0.08
H 6.563 17.432 21.118 -0.039 -0.122 -0.235 0.09
H 9.913 16.246 20.610 -0.609 -0.041 -0.119 0.13
H 11.787 15.971 19.318 -0.104 0.076 0.208 0.09
H 11.579 16.473 17.670 -0.083 0.175 -0.223 0.06
H 11.674 14.774 18.072 -0.222 -0.002 0.011 0.04
H 11.727 15.908 9.783 0.161 0.082 -0.153 0.11
H 11.755 15.268 7.366 -0.051 -0.616 0.544 0.12
H 11.615 12.830 6.732 0.103 0.144 0.428 0.11
H 11.450 11.140 8.565 -0.231 0.227 -0.089 0.11
H 11.236 11.788 10.874 0.278 -0.237 0.249 0.09
H 12.613 13.461 16.691 -0.746 -0.469 -0.172 0.09
H 13.366 11.328 17.527 0.437 0.065 0.267 0.10
H 11.915 9.418 17.752 -0.364 0.154 -0.026 0.12
H 9.453 9.629 17.203 0.300 0.186 -0.067 0.12
H 7.603 10.955 16.371 -0.008 0.159 -0.034 0.08
H 8.116 12.042 15.051 -0.087 -0.013 0.767 0.09
H 7.700 12.705 16.691 0.092 -0.216 -0.223 0.06
H 6.741 16.560 15.904 -0.203 0.511 -0.251 0.07
H 5.643 15.335 16.636 0.643 0.204 -0.414 0.10
H 7.086 14.868 15.598 -0.628 0.406 0.420 0.03
H 5.952 15.797 18.952 -0.061 0.148 -0.103 0.12
C 12.437 12.292 12.830 2.205 -6.890 0.116 -0.15
C 12.863 11.105 12.833 -2.116 5.697 -0.294 0.04
C 13.656 9.967 12.952 0.899 -1.175 0.693 -0.26
C 14.100 9.196 11.865 0.508 -0.698 0.242 -0.04
C 14.910 8.082 12.104 -0.071 -0.842 0.307 -0.09
C 15.276 7.685 13.398 0.213 0.569 -0.161 -0.09
C 14.892 8.504 14.462 -0.339 0.049 0.253 -0.09
C 14.081 9.626 14.263 0.659 -0.537 -0.542 -0.03
H 13.879 9.408 10.821 -0.307 0.305 0.341 0.11
H 15.209 7.401 11.297 -0.105 0.609 0.061 0.11
H 15.930 6.811 13.559 -0.558 0.521 -0.111 0.11
H 15.185 8.255 15.484 0.035 0.053 -0.284 0.10
H 13.861 10.287 15.103 -0.222 -0.259 -0.344 0.10
C 17.529 11.983 12.744 0.406 0.144 0.432 -0.07
C 17.584 12.468 14.057 -0.592 0.342 0.168 -0.06
C 16.739 13.530 14.455 0.934 -0.245 -0.427 -0.10
C 15.956 14.183 13.514 -1.413 0.108 -0.381 -0.28
C 15.801 13.629 12.231 1.173 -0.558 0.756 -0.12
C 16.604 12.543 11.848 -0.068 -0.002 0.087 -0.06
Ge 15.132 15.961 13.967 2.087 0.475 0.039 1.01
C 15.905 16.491 15.698 -0.724 -0.435 -0.640 -0.34
C 16.839 17.500 15.883 -0.227 0.036 0.129 -0.10
C 17.189 17.890 17.167 0.110 0.076 0.730 -0.07
C 16.630 17.261 18.292 -0.124 -0.450 -1.020 -0.05
C 15.740 16.199 18.074 0.831 0.835 -0.044 -0.07
C 15.410 15.815 16.794 -0.293 0.131 0.440 -0.16
C 15.812 17.383 12.719 -1.255 -0.546 -0.026 -0.29
C 16.228 17.028 11.442 0.595 0.497 -0.007 -0.09
C 16.509 18.039 10.496 0.383 -1.450 -0.965 -0.08
C 16.237 19.353 10.752 -0.218 0.679 0.644 -0.08
C 15.800 19.686 12.036 -0.297 1.400 -0.224 -0.09
C 15.624 18.747 13.012 -0.101 -0.886 0.374 -0.16
H 18.263 11.201 12.444 -0.927 0.605 0.097 0.12
H 18.265 12.052 14.811 -0.285 0.061 -0.501 0.11
H 16.794 13.913 15.462 0.112 -0.034 0.145 0.09
H 15.112 14.083 11.559 -0.409 0.108 -0.652 0.09
H 16.527 12.122 10.844 -0.056 0.210 0.239 0.11
H 17.290 17.984 15.037 0.069 0.212 -0.211 0.10
H 17.896 18.711 17.287 -0.102 -0.256 0.063 0.11
H 16.913 17.532 19.299 -0.028 0.171 -0.012 0.10
H 15.302 15.683 18.885 -0.287 -0.456 0.892 0.09
H 14.729 14.985 16.668 -0.214 -0.128 -0.060 0.08
H 16.442 15.981 11.238 -0.143 0.276 -0.285 0.09
H 16.926 17.754 9.515 -0.329 0.096 0.587 0.12
H 16.355 20.157 10.024 0.084 -0.456 0.061 0.11
H 15.531 20.731 12.260 0.366 -0.461 -0.085 0.11
H 15.326 19.042 14.008 -0.133 0.057 -0.040 0.07
```
Forces are in eV/Å.

---

# 6
Molecular formula: C8H18Br
Method: DFT, ωB97M-V/def2-TZVPD

Properties
Frontier orbital gap (alpha / beta) in Eh: 0.267 / 0.421
E_HOMO (alpha / beta) in eV: -6.63 / -10.93
Total charge: 0
Multiplicity: 2
<S²>: 0.754
Lowest unoccupied orbital energy (alpha / beta) in eV: 0.62 / 0.52

```
27
Properties=species:S:1:pos:R:3:forces:R:3:lowdin_charge:R:1
Br -1.922 -0.578 4.196 0.389 -0.533 0.558 0.33
H -2.541 0.267 3.287 -0.393 0.535 -0.579 -0.33
C -2.859 0.168 -1.705 -0.423 0.266 0.890 -0.28
C -2.394 1.545 -1.637 0.405 1.316 0.065 -0.22
C -0.955 1.741 -1.099 -0.645 0.027 0.020 -0.10
C -1.877 -0.890 -1.823 1.157 -1.031 0.209 -0.24
C -2.209 -2.252 -1.175 0.228 0.090 -0.326 -0.10
C -4.275 -0.164 -1.516 -1.014 -0.464 0.054 -0.18
C -5.182 0.808 -0.719 0.628 -0.323 -0.365 -0.26
C -6.662 0.506 -0.841 -0.136 -0.127 0.335 -0.12
H -2.469 2.022 -2.643 0.002 0.058 0.385 0.13
H -3.087 2.088 -0.960 0.536 0.076 -0.552 0.10
H -0.704 2.788 -1.148 0.102 0.417 0.133 0.06
H -0.918 1.416 -0.053 0.152 0.038 -0.134 0.08
H -0.187 1.210 -1.657 -0.062 -0.036 -0.098 0.06
H -1.609 -1.022 -2.890 0.122 -0.207 0.172 0.13
H -0.958 -0.529 -1.309 -0.372 -0.520 -0.573 0.09
H -1.388 -2.931 -1.405 -0.016 -0.116 0.116 0.07
H -2.260 -2.143 -0.087 -0.086 -0.046 -0.086 0.08
H -3.131 -2.729 -1.524 0.183 0.204 -0.024 0.07
H -4.738 -0.364 -2.511 -0.043 -0.053 0.395 0.13
H -4.252 -1.117 -0.957 -0.605 0.228 -0.423 0.10
H -4.884 0.705 0.327 -0.027 0.242 0.110 0.11
H -5.011 1.849 -1.002 -0.001 -0.084 -0.080 0.09
H -7.215 1.273 -0.305 -0.229 0.080 0.001 0.07
H -7.020 0.481 -1.868 0.104 0.065 -0.147 0.07
H -6.921 -0.446 -0.377 0.046 -0.101 -0.055 0.07
```
Forces are in eV/Å.

---

Which formula does entry 4 have?
C35H31BrN7O2PtSe